Entry from OMol25: a structure of composition C20H43N2OP2Sc (ωB97M-V/def2-TZVPD).

The net charge is +2. The LUMO energy (alpha / beta) is -6.076 / -6.077 eV. The HOMO-LUMO gap (alpha / beta) is 0.2203 / 0.2202 Ha. As for the highest occupied orbital energy (alpha / beta): -12.07 / -12.07 eV. The energy relative to the best compared isomer or geometry (same formula, charge and spin) comes out at 0.0 kcal/mol.

Last column: Mulliken charge in e.
Atoms and positions in Å:
Sc: 0.57155 -0.03581 0.94133  0.067
P: -0.21962 -2.17758 -1.65502  1.562
P: 0.22259 2.49832 1.00036  0.660
N: 1.43179 0.33219 -1.09944  0.007
C: 1.40428 -1.84985 -2.41899  -0.758
H: 2.08785 -2.66184 -2.12557  0.358
H: 1.25910 -1.91950 -3.50678  0.404
C: 2.07672 -0.50814 -2.13370  -1.215
H: 3.11674 -0.65666 -1.83926  0.470
H: 2.12365 0.09096 -3.05847  0.351
C: 2.06944 1.68190 -1.11787  -0.784
H: 1.78000 2.20139 -2.04714  0.398
H: 3.14736 1.53710 -1.24564  0.512
C: 1.86262 2.54831 0.13389  -1.274
H: 1.97876 3.58698 -0.18010  0.456
H: 2.65975 2.37952 0.87646  0.478
C: 0.50766 3.33516 2.62519  0.753
C: 1.23622 2.41598 3.62083  -1.449
H: 2.26451 2.17922 3.30394  0.344
H: 0.69172 1.47166 3.78205  0.201
H: 1.30041 2.92351 4.59369  0.481
C: -0.76866 3.62575 -0.07354  0.681
C: -2.27426 3.37837 0.08674  -1.490
H: -2.82632 3.95156 -0.66856  0.469
H: -2.64892 3.69065 1.06928  0.307
H: -2.52681 2.32103 -0.05451  0.259
C: -1.41609 -2.82486 -2.85678  0.301
C: -2.60537 -3.49126 -2.15352  -1.633
H: -3.39868 -3.66657 -2.89489  0.473
H: -3.03962 -2.86134 -1.36678  0.381
H: -2.33808 -4.46995 -1.72909  0.280
C: 0.15072 -3.43320 -0.36987  0.509
C: -0.94755 -3.59726 0.68989  -1.226
H: -0.66942 -4.43687 1.34319  0.468
H: -1.92305 -3.82560 0.23532  0.243
H: -1.06324 -2.70211 1.32140  0.205
C: -0.87799 -0.49290 -1.37080  -0.793
C: -0.33974 5.08855 0.10414  -1.456
H: 0.66866 5.20283 0.52563  0.364
H: -0.33184 5.57689 -0.88066  0.354
H: -1.04614 5.64742 0.73368  0.388
C: -0.75634 -3.72449 -3.90928  -1.339
H: -1.53011 -4.01564 -4.63255  0.452
H: 0.03208 -3.19350 -4.45825  0.354
H: -0.33203 -4.63453 -3.45786  0.244
C: 0.54223 -4.79509 -0.99308  -1.669
H: 0.93858 -5.43226 -0.18979  0.503
H: -0.32432 -5.31885 -1.42440  0.265
H: 1.33246 -4.70862 -1.75722  0.386
C: -0.82474 3.84323 3.19295  -1.373
H: -1.58695 3.05199 3.18832  0.340
H: -0.68132 4.15396 4.23423  0.456
H: -1.22106 4.71045 2.64801  0.196
H: 1.15364 4.19392 2.38035  0.410
H: 1.05703 -3.03692 0.13579  0.411
H: -0.50091 3.31396 -1.09769  0.550
H: -1.80803 -1.92345 -3.36270  0.479
O: -1.22394 -0.15529 -0.11700  -0.730
H: 0.23457 0.29122 -1.49552  0.444
H: -1.28765 0.01065 -2.28857  0.370
C: 1.26652 -2.76388 5.45732  -1.134
C: 2.42499 -2.50763 4.46070  -0.248
C: 1.99709 -1.74156 3.31820  0.339
N: 1.62426 -1.09627 2.41826  -0.471
H: 0.78354 -1.82258 5.75662  0.348
H: 1.63670 -3.25253 6.36431  0.355
H: 0.50044 -3.41028 5.01156  0.331
H: 3.24598 -1.95644 4.95502  0.323
H: 2.83512 -3.46580 4.09451  0.298

Entry from OMol25: a cluster of 5 separate species, C20H43N3O11P2 in total (ωB97M-V/def2-TZVPD).

As for the SMILES: N=[PH2][C@@]1(N)CNC(=O)[C@H]1P(O)O.CCOC(C)=O.CCOC(C)=O.CCOC(C)=O.CCOC(C)=O. The net charge is 0. The LUMO energy is 0.229 eV. The HOMO-LUMO gap is 0.3197 Ha. As for the highest occupied orbital energy: -8.47 eV.

Last column: Mulliken charge in e.
Atoms and positions in Å:
N: 5.40215 2.46864 -3.68762  -0.704
P: 5.28405 2.47769 -2.06834  0.243
C: 4.03637 1.16335 -1.52633  0.437
N: 2.72657 1.76559 -1.94187  -0.463
C: 4.07255 -0.30640 -2.15587  -0.451
N: 2.97188 -0.97243 -1.35461  -0.255
C: 2.59293 -0.21070 -0.16495  -0.155
O: 1.62519 -0.30050 0.59799  -0.577
C: 3.82289 0.83645 0.01819  0.228
P: 5.08158 -0.24252 0.94566  0.037
O: 6.60925 -0.27204 0.16923  -0.505
O: 5.18389 0.19770 2.59132  -0.443
H: 5.10224 3.39631 -4.04482  0.207
H: 6.61259 2.25484 -1.57765  -0.001
H: 4.80177 3.78444 -1.69959  0.113
H: 2.72918 2.71872 -1.54151  0.295
H: 2.67757 1.81024 -2.97571  0.083
H: 5.09836 -0.75208 -1.90432  0.380
H: 3.87884 -0.16088 -3.27406  -0.096
H: 2.19297 -0.98725 -2.03917  0.404
H: 3.62725 1.76098 0.66761  0.560
H: 7.03379 0.61335 0.13545  0.290
H: 5.51544 -0.55679 3.12846  0.367
C: 3.85320 1.51068 -7.24614  -0.951
C: 2.78781 0.77658 -6.45924  -0.160
O: 1.88366 1.69627 -5.82800  -0.300
C: 0.80753 2.23711 -6.42959  0.755
C: 0.66762 2.11712 -7.92159  -0.983
O: 0.01146 2.87349 -5.78171  -0.568
H: 3.42206 2.10062 -8.05795  0.311
H: 4.56899 0.80622 -7.67459  0.381
H: 4.38946 2.20874 -6.59880  0.213
H: 2.24449 0.04705 -7.06462  0.356
H: 3.26268 0.21525 -5.65186  0.049
H: 1.08393 3.00801 -8.39346  0.253
H: -0.39476 2.04553 -8.16122  0.311
H: 1.13583 1.22821 -8.33831  0.337
C: -1.83192 1.55634 -0.62049  -0.957
C: -0.86620 1.94734 0.47788  0.301
O: -0.57716 3.35518 0.43377  -0.358
C: -1.33704 4.30079 1.01080  0.727
C: -2.71290 3.93560 1.49474  -0.824
O: -0.94235 5.44324 1.06629  -0.608
H: -2.79503 2.05858 -0.50827  0.283
H: -2.00266 0.47821 -0.61546  0.230
H: -1.43693 1.84679 -1.59765  0.356
H: -1.21392 1.64931 1.47000  0.306
H: 0.08402 1.43519 0.31746  -0.277
H: -3.43955 4.16297 0.71384  0.232
H: -2.93517 4.53516 2.37949  0.303
H: -2.81236 2.89538 1.79688  0.274
C: -2.58069 -4.85995 1.12444  -0.801
C: -2.12304 -3.67391 0.30014  -0.357
O: -3.05122 -2.58457 0.40595  -0.400
C: -3.03699 -1.67566 1.39582  0.964
C: -2.20322 -1.94116 2.61623  -0.429
O: -3.74882 -0.69817 1.32928  -0.614
H: -2.63039 -4.61659 2.18798  0.152
H: -1.90007 -5.70419 0.99482  0.366
H: -3.58533 -5.16750 0.82392  0.273
H: -1.11014 -3.35118 0.55229  0.265
H: -2.10336 -3.95547 -0.75472  0.322
H: -2.82428 -2.41395 3.37789  -0.324
H: -1.83314 -0.98548 2.99361  0.258
H: -1.32528 -2.55425 2.42596  0.388
C: -5.34399 -3.09838 8.50051  -0.949
C: -4.15114 -2.51365 7.77239  -0.402
O: -3.79269 -3.31897 6.63939  -0.355
C: -4.35865 -3.21136 5.42547  0.802
C: -5.62498 -2.41582 5.27705  -1.000
O: -3.89092 -3.81375 4.48548  -0.650
H: -6.23128 -3.12380 7.86452  0.276
H: -5.57548 -2.51268 9.39245  0.354
H: -5.13982 -4.12949 8.79899  0.301
H: -4.30527 -1.47256 7.47956  0.356
H: -3.28540 -2.52201 8.43733  0.306
H: -6.48115 -3.08711 5.35536  0.274
H: -5.62255 -1.94836 4.29022  0.295
H: -5.72479 -1.60772 5.99800  0.344

Entry from OMol25: a structure of composition C20H43N4RhSSi2 (ωB97M-V/def2-TZVPD).

The spin multiplicity is 5. The net charge is +2. The LUMO energy (alpha / beta) is -5.407 / -6.578 eV. The HOMO-LUMO gap (alpha / beta) is 0.2061 / 0.2371 Ha. As for the highest occupied orbital energy (alpha / beta): -11.01 / -13.03 eV.

Last column: Mulliken charge in e.
Atoms and positions in Å:
Rh: 17.07572 8.54280 7.97306  0.181
N: 21.83078 10.53898 7.22409  -0.145
C: 21.28272 10.61300 8.66090  -0.831
C: 19.84456 10.15080 8.77840  -0.466
N: 19.44342 8.96580 8.00054  -0.169
C: 19.95706 8.96749 6.61574  -0.198
C: 21.45517 9.23795 6.49816  -0.923
H: 22.86170 10.59570 7.38488  0.362
H: 21.56614 11.34582 6.71530  0.390
H: 21.19168 11.65825 8.91236  0.418
H: 22.05000 10.07912 9.19886  0.388
H: 19.15937 10.91089 8.45110  0.220
H: 19.61251 9.96066 9.83162  0.476
H: 19.66240 8.06154 8.44150  0.422
H: 19.34950 9.70108 6.04075  0.175
H: 19.84984 7.95272 6.27915  0.245
H: 21.76888 9.49484 5.48401  0.428
H: 21.99985 8.43985 6.96014  0.393
C: 12.98289 11.85718 4.23014  -0.795
C: 14.39247 12.47970 4.16724  -0.741
N: 15.41739 11.79208 5.01792  -0.122
C: 15.82230 11.84832 6.26158  -0.003
S: 17.14826 10.80524 6.72931  -0.255
N: 15.34724 12.75959 7.14836  0.118
C: 14.54947 13.94253 7.19556  -0.561
C: 15.40696 15.20530 7.03106  -1.074
H: 12.32059 12.49415 3.57934  0.368
H: 12.65656 11.78333 5.25651  0.121
H: 13.02797 10.89609 3.74750  0.366
H: 14.34863 13.60248 4.36697  0.278
H: 14.87133 12.30336 3.22825  0.474
H: 15.76790 10.99704 4.54896  0.245
H: 15.88230 12.54764 8.05383  0.264
H: 13.85709 13.89852 8.04072  0.428
H: 13.81460 14.03882 6.37363  0.225
H: 15.87950 15.56193 7.92924  0.356
H: 14.73330 16.07957 6.67240  0.325
H: 16.10444 14.87086 6.29394  0.299
C: 15.12762 5.32334 7.85757  -1.116
Si: 16.53577 6.30504 6.94813  0.667
C: 16.35885 6.47213 5.15537  -0.954
C: 18.17671 5.38935 7.28010  -1.138
H: 15.13114 4.31080 7.40452  0.367
H: 14.15487 5.73188 7.75448  0.368
H: 15.41974 5.22286 8.89959  0.319
H: 17.08755 7.32317 4.81781  0.203
H: 15.39001 6.62557 4.60131  0.343
H: 16.82553 5.55743 4.71797  0.414
H: 18.31646 4.46568 6.74754  0.424
H: 18.16800 5.20423 8.34341  0.280
H: 19.08452 5.95052 7.15160  0.235
C: 14.51885 9.62875 9.78482  -0.937
Si: 13.36610 10.13475 8.41186  0.013
C: 13.71940 9.02411 6.88442  -0.320
C: 11.65427 9.91982 8.94182  0.862
C: 10.69023 9.45708 8.03460  -0.273
C: 9.37470 9.39368 8.41123  -0.634
C: 9.02818 9.91879 9.65794  -0.497
C: 9.96068 10.26400 10.62346  -0.622
C: 11.29500 10.33063 10.21312  -0.607
H: 14.27179 10.09252 10.74079  0.359
H: 15.49209 10.09769 9.53594  -0.045
H: 14.59218 8.58938 9.90311  0.513
H: 12.98436 9.18875 6.05255  0.247
H: 13.56115 7.99796 7.31646  0.176
H: 14.77416 9.04357 6.55016  -0.181
H: 10.97162 9.19216 7.06310  0.364
H: 8.59927 8.92189 7.86406  0.425
H: 8.01564 9.92750 10.01649  0.358
H: 9.69284 10.64724 11.57087  0.418
H: 12.00380 10.62174 10.92888  0.289

Computed values of strongest force on any atom (unit: eV/A) for the preceding records, in sequence: 4.18 3.96 4.67.